Entry 1:
{
  "formula": "C2H3ClO",
  "method": "the ωB97M-V functional and the def2-TZVPD basis",
  "elements": ["C", "C", "O", "Cl", "H", "H", "H"],
  "coordinates": [[-0.300761, -0.023602, -0.449678], [0.588005, -0.518999, 0.469503], [1.005277, -1.903118, 0.311090], [1.850780, -2.793712, 1.533583], [-0.735429, 1.038378, -0.463560], [-0.656551, -0.570790, -1.309613], [1.035622, 0.002948, 1.325005]],
  "atomic_forces_ev_per_a": [[0.8966, 0.7952, 1.3418], [-0.8797, -0.6976, -0.8717], [-0.2452, 0.8573, -0.1593], [-0.7921, 1.4905, -0.6493], [1.2222, -1.6407, 0.6017], [0.1431, -0.5656, 0.1920], [-0.3449, -0.2392, -0.4553]],
  "lowdin_charge": [0.01, -0.23, -0.61, 0.61, 0.08, 0.05, 0.10],
  "smiles": "C=COCl",
  "fmax_ha_per_bohr": 0.0415,
  "homo_energy_ev": -9.44,
  "e_lumo_ev": -0.410,
  "charge": 0,
  "multiplicity": 1
}


Entry 2:
{
  "formula": "C2H3ClO2",
  "method": "the ωB97M-V functional and the def2-TZVPD basis",
  "elements": ["C", "C", "O", "O", "Cl", "H", "H", "H"],
  "coordinates": [[0.147802, 0.383910, 0.577697], [-1.108944, -0.030125, -0.010920], [0.636173, 1.025406, 1.407770], [1.454132, -0.700089, -0.633037], [3.014714, -0.308141, -0.316360], [-2.047317, 0.165178, 0.360338], [-1.115063, 0.466191, -0.975804], [-0.981495, -1.002330, -0.409685]],
  "atomic_forces_ev_per_a": [[2.0645, -0.3855, 0.4415], [1.9457, 0.0156, -2.6550], [-0.4205, -0.8352, -1.2213], [-2.2575, 1.3223, 1.4186], [0.1031, 0.1976, 0.2180], [-1.6637, 0.4783, 1.9354], [0.1917, 0.6205, -0.3721], [0.0365, -1.4135, 0.2350]],
  "lowdin_charge": [-0.19, 0.01, 0.21, -0.80, 0.50, 0.08, 0.12, 0.09],
  "fmax_ha_per_bohr": 0.0640,
  "homo_energy_ev": -8.92,
  "e_lumo_ev": 0.091,
  "charge": 0,
  "multiplicity": 1
}


Entry 3:
{
  "formula": "C2H3ClO2P",
  "method": "the ωB97M-V functional and the def2-TZVPD basis",
  "elements": ["C", "C", "O", "O", "P", "Cl", "H", "H", "H"],
  "coordinates": [[-1.844127, 0.094796, 0.545417], [-2.668780, -0.761100, 0.500262], [0.908560, 1.222371, 0.540215], [3.282581, 0.633883, -0.112582], [1.825471, 0.522365, -0.385962], [1.363641, -1.464836, -0.390007], [-1.135558, 0.946631, 0.653619], [1.480092, 0.510483, -1.680152], [-3.211882, -1.704592, 0.329194]],
  "atomic_forces_ev_per_a": [[1.1940, 2.3039, 0.4776], [-1.2099, -2.4815, -0.5788], [-0.9459, 0.4312, -0.2827], [-0.0357, 0.0099, -0.7875], [1.7289, 0.3703, 2.3858], [-0.3853, -1.7349, 0.3934], [-0.5035, -1.2523, -0.2414], [-0.3086, 1.0489, -1.7077], [0.4659, 1.3044, 0.3414]],
  "lowdin_charge": [-0.05, -0.06, -0.48, -0.48, -0.08, 0.17, 0.01, -0.06, 0.02],
  "fmax_ha_per_bohr": 0.0577,
  "homo_energy_ev": -5.36,
  "e_lumo_ev": 3.831,
  "charge": -1,
  "multiplicity": 1
}


Entry 4:
{
  "formula": "C2H3ClOS",
  "method": "the ωB97M-V functional and the def2-TZVPD basis",
  "elements": ["C", "C", "O", "S", "Cl", "H", "H", "H"],
  "coordinates": [[-2.460421, 0.695845, 0.052115], [-0.115449, 0.256815, 0.238565], [-2.993173, 1.722661, 0.264612], [0.688701, 0.656143, -1.231883], [-3.186775, -0.773513, -0.454871], [-0.163043, -0.772552, 0.535472], [0.000198, 1.008880, 1.000698], [0.632095, -0.555321, -1.791037]],
  "atomic_forces_ev_per_a": [[3.2236, 0.8792, 0.8123], [-2.8326, 1.0434, -0.3266], [0.1484, -0.6464, -0.2116], [0.1767, 0.0215, -0.1138], [-0.7956, -0.9570, -0.4304], [-0.0273, -0.2047, 0.1518], [0.1516, -0.0612, 0.1941], [-0.0448, -0.0749, -0.0759]],
  "lowdin_charge": [-0.76, -0.47, 0.00, 0.72, 0.61, 0.01, 0.01, -0.13],
  "fmax_ha_per_bohr": 0.0669,
  "homo_energy_ev": [-8.08, -8.08],
  "e_lumo_ev": [-0.259, -0.261],
  "charge": 0,
  "multiplicity": 1
}


Calculated values (Eh) of E_tot for the records, taken in order: -613.3204; -688.5486; -1030.1126; -1011.5280.
Calculated values (kcal/mol) of energy above the lowest of the compared OMol25 structures with the same formula, charge and spin for the records, taken in order: 73.4; 85.1; 48.8; 58.0.